(1)
Below is a molecular structure, C48H55Cl4F3N8NiO3 at a distorted geometry, with properties calculated with ωB97M-V/def2-TZVPD.

XYZ file:
```
122
Properties=species:S:1:pos:R:3:forces:R:3:lowdin_spin:R:1
Ni -1.074692 2.287181 2.280345 0.210 -0.225 -0.318 1.769
C -2.803275 4.294486 2.249236 -0.392 -1.045 -0.355 0.008
O -2.726478 3.265073 1.198342 -0.551 0.440 -0.248 0.022
O -1.832596 4.011196 3.065311 1.411 -0.017 1.099 0.034
C -2.673679 5.646884 1.546607 0.876 0.655 0.865 0.001
F -3.721408 5.920657 0.762271 -0.143 0.253 -0.045 0.001
F -2.570297 6.628810 2.497934 -0.328 -0.461 -0.789 0.001
F -1.558810 5.735553 0.788492 -0.491 -0.015 0.196 0.000
C -3.891577 2.932056 0.458284 -0.026 -0.079 -0.722 0.004
C -3.523295 1.883154 -0.574570 -0.512 0.087 -0.178 0.000
H -4.423746 1.621497 -1.140953 -0.011 -0.042 0.104 0.000
H -2.835864 2.323993 -1.297732 0.252 -0.130 0.107 0.000
H -3.098148 0.983789 -0.143210 0.128 0.031 0.104 0.000
H -4.239774 3.791444 -0.122066 -0.039 0.173 0.325 0.001
H -4.729079 2.604494 1.090576 0.292 -0.020 0.235 0.000
H -3.781260 4.211634 2.752549 -0.532 0.298 -0.444 0.000
C -0.767063 -1.332163 0.046724 0.570 0.184 0.028 0.000
C -0.608547 0.167219 -0.283590 -0.532 -0.232 -0.229 0.007
O -0.838656 0.941046 0.809122 0.138 0.025 0.557 0.024
H -1.815344 -1.625159 -0.017133 0.204 -0.048 -0.236 0.000
H -0.422475 -1.502040 1.072844 -0.194 0.172 -0.068 0.000
H -0.121941 -1.981892 -0.560745 -0.382 -0.006 -0.242 0.000
H -1.381580 0.395813 -1.057499 0.354 -0.131 -0.155 0.001
H 0.360803 0.316695 -0.815414 0.073 0.165 0.412 0.000
N 0.180002 1.589401 3.823930 0.205 -0.271 -0.627 0.035
C 0.824216 0.435139 3.679006 0.232 -0.720 -1.213 0.002
C 1.862711 0.038328 4.477150 0.992 0.577 0.599 0.001
C 2.238180 0.871679 5.527317 -0.211 -0.669 0.092 -0.002
C 1.556031 2.049123 5.711046 0.183 -0.021 0.393 0.001
C 0.566648 2.373173 4.803932 -0.661 1.195 0.718 0.002
H 0.589029 -0.148715 2.791499 -0.329 0.144 0.086 0.000
H 2.512873 -0.794009 4.259892 -0.476 -0.354 -0.151 0.000
H 3.010287 0.540257 6.210635 0.117 0.217 -0.053 0.000
H 1.793546 2.675739 6.557947 -0.081 0.274 -0.137 0.000
H 0.021990 3.312629 4.854500 0.081 0.036 0.146 0.000
N -1.618950 -5.813227 1.457057 -0.326 -0.082 0.541 0.000
C -2.047579 -4.666085 0.932296 -0.225 -0.516 0.158 0.000
C -2.325854 -3.540176 1.700301 -0.358 -0.286 -0.035 0.000
C -2.125411 -3.616941 3.067787 -0.162 0.058 0.166 0.000
C -1.726990 -4.819523 3.631710 -0.141 -0.337 0.223 0.000
C -1.530300 -5.905023 2.797619 0.866 0.163 -1.207 0.000
H -2.221950 -4.729580 -0.139443 0.111 0.454 0.089 0.000
H -2.746785 -2.659966 1.235825 0.149 -0.062 0.127 0.000
H -2.278475 -2.747086 3.697935 -0.082 -0.038 -0.018 0.000
H -1.592989 -4.948860 4.698323 0.017 0.187 -0.011 0.000
H -1.139096 -6.864887 3.125023 -0.293 0.129 0.357 0.000
N 0.509115 3.418648 1.360144 -0.459 -0.262 0.707 0.038
C 0.287992 3.688373 0.096846 -0.239 0.308 -0.765 0.001
C 1.152147 4.464031 -0.658526 0.180 -0.532 -1.319 0.001
C 2.350463 4.861141 -0.130521 0.393 -0.191 1.094 -0.002
C 2.552824 4.603499 1.223375 0.291 0.742 -0.059 0.002
C 1.595621 3.926633 1.932874 0.042 -0.198 0.254 0.003
H -0.624078 3.286966 -0.326195 0.067 -0.050 -0.028 0.000
H 0.960521 4.594262 -1.718328 -0.189 0.138 0.138 0.000
H 3.175277 5.312956 -0.664000 -0.347 0.226 -0.385 0.000
H 3.416547 5.031033 1.715066 0.083 -0.322 0.109 0.000
H 1.693561 3.748634 2.991434 0.146 -0.006 0.135 0.000
N -2.607648 1.112447 3.240274 -0.483 0.209 -0.690 0.034
C -3.305372 1.597999 4.245679 -0.424 1.055 1.017 0.002
C -4.473765 1.032801 4.731197 -0.620 -0.281 -0.103 0.001
C -4.950680 -0.138406 4.157832 0.417 0.365 0.051 -0.001
C -4.161910 -0.699654 3.163129 -0.811 -0.234 0.079 0.001
C -3.090983 0.011268 2.679898 1.126 -1.176 -0.190 0.002
H -2.982958 2.551670 4.656510 0.285 -0.131 -0.061 0.000
H -5.050782 1.510433 5.514887 0.231 0.127 -0.050 0.000
H -5.910283 -0.549104 4.447930 0.202 -0.214 0.138 0.000
H -4.382459 -1.682951 2.767946 -0.177 0.167 -0.284 0.000
H -2.501632 -0.391257 1.862995 0.062 0.226 -0.069 0.000
N 2.067379 -2.715005 -3.667767 -0.412 -0.776 -0.016 0.000
C 1.381314 -1.592190 -3.819826 0.596 0.817 0.548 0.000
C 1.428271 -0.807714 -4.958839 -0.494 -0.547 -0.495 0.000
C 2.134210 -1.308362 -6.046687 0.125 0.578 -0.292 0.000
C 2.821743 -2.496748 -5.928356 -0.534 -0.377 0.217 0.000
C 2.694943 -3.198634 -4.731694 1.115 0.311 -0.162 0.000
H 0.900864 -1.216527 -2.918129 -0.232 -0.101 -0.074 0.000
H 0.839921 0.098323 -5.023380 0.194 0.098 -0.064 0.000
H 2.186396 -0.772698 -6.990086 -0.086 0.121 0.173 0.000
H 3.391691 -2.891484 -6.757506 0.019 -0.085 0.042 0.000
H 3.267166 -4.116327 -4.610694 -0.279 -0.041 0.153 0.000
N 0.373396 -6.615802 -1.469684 0.540 -0.066 0.352 0.000
C -0.000613 -5.356605 -1.657126 -0.597 0.306 0.863 0.000
C -0.900809 -4.950843 -2.621410 0.879 0.110 -1.279 0.000
C -1.194050 -5.860038 -3.633850 -0.621 0.259 0.449 0.000
C -0.803590 -7.166422 -3.459705 -0.089 -0.556 -0.105 0.000
C -0.057467 -7.509901 -2.333185 -0.271 -0.143 -0.969 0.000
H 0.355496 -4.638511 -0.924723 0.109 -0.007 -0.037 0.000
H -1.164266 -3.912507 -2.762147 -0.036 0.064 0.339 0.000
H -1.775127 -5.550324 -4.494398 -0.002 -0.061 0.009 0.000
H -1.099393 -7.931309 -4.170057 0.147 0.043 0.023 0.000
H 0.225505 -8.550235 -2.215423 0.100 0.045 0.321 0.000
N 0.602403 2.694535 -3.728409 -0.082 -0.091 -0.229 0.000
C 1.606335 2.062911 -3.139086 0.099 -0.301 0.313 0.000
C 2.904170 2.539399 -3.071594 0.539 -0.238 -0.488 0.000
C 3.222842 3.686020 -3.776676 -0.506 0.252 0.431 0.000
C 2.165036 4.393164 -4.332037 0.291 0.309 -0.790 0.000
C 0.890947 3.861482 -4.309897 -0.278 -0.285 0.202 0.000
H 1.410123 1.075046 -2.734938 -0.204 0.152 0.236 0.000
H 3.665382 1.944609 -2.585876 0.032 -0.034 0.070 0.000
H 4.236438 4.046743 -3.885176 0.041 -0.012 0.171 0.000
H 2.344217 5.304855 -4.893077 -0.016 -0.029 0.120 0.000
H 0.057488 4.341970 -4.809642 0.078 0.186 0.057 0.000
N 4.600312 1.301420 0.390198 -0.192 -0.060 0.378 0.000
C 3.633606 0.406127 0.198861 -0.098 0.346 0.182 0.000
C 3.709835 -0.616504 -0.725999 -1.049 0.063 -0.185 0.000
C 4.819727 -0.737113 -1.532490 0.071 0.076 0.068 0.000
C 5.840205 0.175016 -1.321654 0.008 -0.065 -0.610 0.000
C 5.677449 1.157511 -0.360988 0.761 -0.074 0.051 0.000
H 2.735785 0.512435 0.802258 0.018 0.109 -0.028 0.000
H 2.799261 -1.188711 -0.869664 0.297 -0.409 -0.021 0.000
H 4.863068 -1.506363 -2.289909 0.082 0.000 -0.089 0.000
H 6.713695 0.194547 -1.960984 0.119 -0.152 0.174 0.000
H 6.522380 1.809020 -0.160036 -0.192 0.292 -0.045 0.000
C 0.990729 -3.159708 2.729552 0.309 0.494 0.207 0.000
Cl 2.179071 -2.211136 1.819570 0.029 -0.153 -0.207 0.000
Cl 1.637955 -3.501667 4.345975 -0.155 -0.393 -0.018 0.000
H 0.103260 -2.558479 2.874536 0.042 0.033 -0.122 0.000
H 0.767014 -4.061268 2.176489 0.060 -0.219 0.121 0.000
C -1.985055 0.036514 -4.003739 0.269 -0.445 0.435 0.000
Cl -2.300842 -1.704104 -3.746684 -0.141 0.203 -0.094 0.000
Cl -2.402950 0.574537 -5.617617 -0.046 0.044 -0.050 0.000
H -2.530859 0.581413 -3.247194 -0.225 0.122 -0.093 0.000
H -0.925851 0.161356 -3.836851 0.105 0.214 -0.106 0.000
```
Forces are in eV/Å.

Values from the calculation:
Energy relative to the best compared isomer or geometry (same formula, charge and spin) in eV: 0.000
2S+1: 3
Total energy in Eh: -6174.48602
Expectation value of S²: 2.004
HOMO level (spin up / spin down) in Eh: -0.2864 / -0.2844
Frontier orbital gap (spin up / spin down) in eV: 8.24 / 8.20

---

(2)
Below is a molecular structure, C48H55CrN3O3Se, with properties calculated with ωB97M-V/def2-TZVPD.

XYZ file:
```
111
Properties=species:S:1:pos:R:3:forces:R:3:lowdin_spin:R:1
Cr 0.677637 0.148971 0.951621 -0.057 0.052 -0.605 3.029
O -0.354953 1.921509 4.680855 -0.055 0.021 -0.063 0.000
C 0.219876 0.947592 4.255180 0.000 -0.037 0.052 0.001
N 1.606262 0.883959 4.239755 0.006 0.110 -0.077 0.004
C 2.323803 2.133635 4.470473 -0.032 -0.116 0.174 0.000
C 2.236562 3.065703 3.292439 0.032 0.180 0.127 0.001
C 2.228688 4.438332 3.511238 -0.027 -0.037 0.007 0.000
C 2.231070 5.283973 2.417429 0.001 -0.011 -0.027 0.000
C 2.242634 4.722350 1.152169 -0.018 -0.009 -0.042 0.000
C 2.232479 3.340786 1.039027 -0.103 -0.073 -0.208 0.001
N 2.226112 2.519777 2.086203 0.072 -0.092 -0.098 0.006
C -0.480766 -0.298714 3.804226 -0.023 -0.066 0.068 0.004
C -1.596281 -0.717290 4.505584 0.051 -0.003 -0.023 -0.001
C -2.158260 -1.940427 4.172102 -0.023 0.009 0.022 0.004
C -1.573281 -2.693562 3.172411 0.014 -0.043 -0.004 -0.001
C -0.499073 -2.162750 2.475376 -0.006 0.052 -0.094 0.005
N 0.031133 -0.977089 2.770348 -0.190 0.304 0.075 0.003
H 3.366054 1.876210 4.657680 -0.017 -0.035 -0.010 0.000
H 1.917578 2.620539 5.357917 0.013 -0.011 0.008 0.000
H 2.203026 4.824707 4.522415 -0.004 -0.005 -0.006 0.000
H 2.212137 6.358298 2.551146 0.004 0.004 -0.007 0.000
H 2.236486 5.332184 0.259084 -0.002 0.010 0.006 0.000
H 2.206707 2.857001 0.070302 -0.044 -0.045 -0.045 0.000
H -1.995031 -0.086058 5.286746 0.011 0.001 0.008 0.000
H -3.038021 -2.299151 4.690979 0.009 -0.006 0.009 0.000
H -1.964120 -3.661849 2.892962 -0.009 0.008 -0.015 0.000
H -0.056402 -2.662074 1.621641 -0.022 -0.016 0.002 0.001
C 1.412372 -2.512632 -6.145093 -0.007 -0.009 0.000 0.000
C 2.575770 -2.391055 -5.149828 0.006 0.004 -0.006 0.000
C 2.986725 -3.805288 -4.735868 0.010 0.007 0.015 0.000
C 3.767396 -1.728631 -5.855762 -0.003 -0.004 -0.020 0.000
C 2.163391 -1.538985 -3.949171 0.010 0.006 -0.013 0.003
C 2.367880 -1.938316 -2.632335 0.003 -0.014 0.004 0.000
C 1.998845 -1.122589 -1.576965 -0.033 0.075 -0.001 0.007
Se 2.224385 -1.674030 0.240535 -0.002 -0.047 0.120 -0.015
C -1.197421 -0.212653 0.305426 0.048 -0.088 0.388 -0.103
C -2.130258 -1.063230 -0.232967 0.055 0.022 -0.197 -0.005
C -3.466490 -0.650168 -0.356437 -0.025 -0.001 0.002 -0.002
C -3.800841 0.624633 0.091279 0.025 0.006 -0.028 0.013
C -2.886658 1.512058 0.677065 0.032 0.004 -0.013 0.003
C -1.571428 1.042998 0.799993 0.055 -0.030 0.075 0.010
O -0.529970 1.668905 1.391550 -0.098 -0.101 0.130 0.015
C -3.286084 2.902667 1.162484 0.004 -0.007 -0.044 -0.001
C -2.392532 3.951863 0.483445 -0.010 -0.004 -0.003 0.000
C -3.100948 2.987202 2.681540 -0.050 0.000 0.022 0.000
C -4.742818 3.235378 0.836793 -0.008 0.015 -0.009 0.000
C -4.493096 -1.608025 -0.963223 -0.006 -0.001 -0.003 -0.001
C -4.034545 -2.047221 -2.361432 0.006 0.004 -0.004 0.000
C -5.878963 -0.976883 -1.101455 0.000 0.008 0.006 0.000
C -4.623368 -2.848923 -0.067032 0.008 -0.006 -0.009 0.000
C 1.411854 0.142797 -1.792776 -0.006 -0.047 -0.052 0.004
O 1.100686 0.903408 -0.754586 0.212 0.155 0.314 0.014
C 1.168300 0.554098 -3.120906 0.010 -0.034 0.022 0.001
C 1.566790 -0.299529 -4.149382 0.030 0.012 0.006 0.000
C 0.463863 1.858456 -3.536682 -0.016 -0.003 0.004 0.000
C -0.793048 1.502692 -4.348462 -0.019 -0.022 0.001 0.000
C -0.001290 2.765256 -2.391115 0.023 0.000 -0.022 0.001
C 1.417376 2.684117 -4.415892 -0.024 0.007 -0.020 0.000
H 1.668859 -3.213061 -6.945440 0.006 0.015 -0.010 0.000
H 1.174956 -1.553967 -6.607857 -0.014 0.005 0.016 0.000
H 0.512764 -2.873116 -5.643089 0.007 -0.022 -0.002 0.000
H 3.233681 -4.391722 -5.624641 0.000 0.002 0.000 0.000
H 2.179605 -4.312552 -4.203771 -0.003 -0.004 -0.007 0.000
H 3.865215 -3.795583 -4.088663 -0.002 0.004 0.005 0.000
H 4.068782 -2.304212 -6.737099 0.000 -0.001 0.002 0.000
H 4.620948 -1.658627 -5.178636 -0.001 0.000 0.002 0.000
H 3.512535 -0.716940 -6.176503 0.002 -0.001 -0.002 0.000
H 2.806970 -2.899905 -2.400164 -0.002 0.000 0.002 -0.001
H -1.831128 -2.047089 -0.588208 0.006 -0.003 0.016 -0.001
H -4.823879 0.955638 -0.017033 0.000 -0.014 0.003 0.001
H -1.341766 3.746703 0.685246 0.011 -0.003 0.000 0.000
H -2.638670 4.952515 0.854082 0.004 0.001 0.001 0.000
H -2.544490 3.939263 -0.598986 0.006 -0.004 0.004 0.000
H -2.071612 2.776762 2.956421 0.104 -0.018 0.037 0.000
H -3.747312 2.261557 3.184166 0.005 0.003 -0.003 0.000
H -3.365497 3.987236 3.042076 0.008 -0.007 0.002 0.000
H -4.937939 3.180888 -0.236943 0.002 0.010 0.004 0.000
H -4.962927 4.253572 1.168390 0.002 0.000 0.006 0.000
H -5.436163 2.561339 1.345941 0.002 0.002 -0.001 0.000
H -3.903147 -1.178539 -3.009516 -0.011 0.003 -0.003 0.000
H -4.774275 -2.712833 -2.817125 0.003 -0.006 0.002 0.000
H -3.081592 -2.575269 -2.322647 0.005 0.006 -0.001 0.000
H -5.848382 -0.084364 -1.729523 -0.005 -0.003 -0.009 0.000
H -6.292253 -0.696473 -0.130308 0.005 0.007 0.002 0.000
H -6.563687 -1.692771 -1.563795 0.000 -0.004 0.005 0.000
H -3.656131 -3.336507 0.064820 -0.003 -0.007 -0.006 0.000
H -5.316272 -3.575106 -0.504113 -0.006 0.005 0.002 0.000
H -4.994515 -2.566308 0.921087 0.007 0.001 0.000 0.000
H 1.388765 0.023105 -5.169181 0.004 -0.003 0.004 0.000
H -1.502549 0.960947 -3.719063 0.002 -0.004 0.001 0.000
H -0.562860 0.877345 -5.212355 -0.003 0.010 0.000 0.000
H -1.279376 2.414843 -4.707291 -0.002 0.002 0.005 0.000
H -0.632616 2.242788 -1.676620 -0.028 -0.005 -0.008 0.000
H -0.566367 3.597330 -2.826268 0.008 -0.002 0.007 0.000
H 0.841590 3.180391 -1.841345 0.026 -0.008 0.064 0.000
H 1.673263 2.166844 -5.342507 0.008 -0.004 0.010 0.000
H 2.345668 2.888500 -3.878430 -0.001 0.014 0.006 0.000
H 0.953624 3.639690 -4.678990 -0.003 -0.004 -0.010 0.000
C 2.292069 -0.279681 4.251492 0.043 -0.056 -0.028 0.002
C 2.934454 -1.291854 4.317041 0.036 0.087 0.048 0.000
C 3.701708 -2.501216 4.395842 0.002 -0.048 0.011 0.000
C 4.438200 -2.949357 3.298777 0.017 0.040 -0.072 0.000
C 5.178444 -4.117662 3.389005 0.000 0.006 0.009 0.000
C 5.191458 -4.850579 4.567457 -0.007 0.007 0.010 0.000
C 4.458990 -4.410986 5.662748 0.001 -0.003 -0.008 0.000
C 3.719477 -3.242861 5.579346 0.004 -0.030 -0.007 0.000
H 4.415178 -2.378634 2.378836 -0.049 -0.009 -0.021 0.000
H 5.742498 -4.458165 2.530279 -0.005 0.000 -0.003 0.000
H 5.769240 -5.763874 4.632407 0.000 -0.006 0.002 0.000
H 4.463591 -4.979932 6.583845 0.002 -0.004 0.004 0.000
H 3.144992 -2.892483 6.426767 0.000 0.003 0.007 0.000
```
Forces are in eV/Å.

Values from the calculation:
Energy relative to the best compared isomer or geometry (same formula, charge and spin) in eV: 1.797
2S+1: 4
Total charge: -1
Total energy in Eh: -5698.07513
Expectation value of S²: 3.825
HOMO level (spin up / spin down) in Eh: -0.1428 / -0.1474
Frontier orbital gap (spin up / spin down) in eV: 6.15 / 6.25